Entry 1:
# C5H19NO3

A cluster of 4 separate species, C5H19NO3 in total at a distorted geometry (ωB97M-V with the def2-TZVPD basis set, OMol25).

CARTESIAN COORDINATES (ANGSTROEM)
C (0.5009, -2.0261, 1.8030)
C (1.4766, -1.6434, 0.7016)
N (0.8307, -1.3026, -0.5761)
C (0.7165, 0.1412, -0.9691)
C (0.5178, 1.0640, 0.2333)
C (1.4017, -2.0961, -1.6818)
H (0.2694, -3.0901, 1.9190)
H (0.8665, -1.6982, 2.7791)
H (-0.4823, -1.5848, 1.6514)
H (2.3026, -2.3379, 0.5453)
H (2.0068, -0.7577, 1.0827)
H (-0.1383, 0.0940, -1.6422)
H (1.5912, 0.3679, -1.5918)
H (1.5321, 1.2968, 0.5731)
H (0.1363, 0.5108, 1.0796)
H (0.0284, 1.9646, -0.1139)
H (1.1214, -1.5997, -2.6120)
H (0.9163, -3.0659, -1.7133)
H (2.4846, -2.1373, -1.5898)
H (-1.9969, 1.7867, -2.1277)
H (-1.9997, 3.1639, -1.4932)
O (-1.8259, 2.7213, -2.3287)
H (-1.3259, -0.2456, 0.3252)
H (-2.3197, -0.8567, -0.5809)
O (-2.1781, -0.0409, -0.0846)
H (-0.6815, 3.1738, 2.2182)
H (-1.4105, 2.2115, 3.0925)
O (-0.5749, 2.3045, 2.6208)

## Properties
- orbital gap (eV) = 8.9
- ΔE to the lowest compared entry with this formula, charge and spin (kcal per mole) = 41.9
- net charge = 0
- E_LUMO (hartree) = 0.021

Entry 2:
# C52H57AsGaO4P3

A structure of composition C52H57AsGaO4P3 at a distorted geometry (ωB97M-V with the def2-TZVPD basis set, OMol25).

CARTESIAN COORDINATES (ANGSTROEM)
Ga (0.3177, -0.0572, -0.0700)
C (-2.5718, -1.4666, 0.9786)
C (-1.9687, -0.6181, 2.1098)
P (-0.1662, -0.9671, 2.3451)
C (0.3915, 0.2653, 3.5664)
C (1.1949, 1.3015, 3.0854)
C (1.7382, 2.2319, 3.9521)
C (1.4802, 2.1366, 5.3102)
C (0.6797, 1.1153, 5.7961)
C (0.1386, 0.1779, 4.9336)
C (-0.1174, -2.5838, 3.1891)
C (-0.9966, -2.9356, 4.2107)
C (-0.8341, -4.1401, 4.8720)
C (0.1753, -5.0149, 4.5020)
C (1.0255, -4.6879, 3.4579)
C (0.8916, -3.4683, 2.8185)
P (-1.3789, -1.8722, -0.3779)
C (-2.3178, -1.8483, -1.9286)
C (-3.5539, -2.4764, -2.0507)
C (-4.2212, -2.4356, -3.2611)
C (-3.6523, -1.7999, -4.3560)
C (-2.4062, -1.2039, -4.2424)
C (-1.7404, -1.2192, -3.0279)
C (-0.8781, -3.6168, -0.2100)
C (-1.4180, -4.5345, 0.6856)
C (-1.0479, -5.8681, 0.6092)
C (-0.1235, -6.2864, -0.3348)
C (0.4344, -5.3681, -1.2135)
C (0.0602, -4.0384, -1.1540)
H (-3.4144, -0.9265, 0.5310)
H (-2.9516, -2.4097, 1.3785)
H (-2.5426, -0.7494, 3.0305)
H (-2.0141, 0.4478, 1.8415)
H (1.4182, 1.3598, 2.0223)
H (2.3764, 3.0186, 3.5770)
H (1.9110, 2.8598, 5.9852)
H (0.4991, 1.0367, 6.8565)
H (-0.4649, -0.6256, 5.3260)
H (-1.7994, -2.2782, 4.5094)
H (-1.4932, -4.3961, 5.6879)
H (0.2982, -5.9517, 5.0227)
H (1.7951, -5.3808, 3.1537)
H (1.5731, -3.1926, 2.0279)
H (-3.9870, -2.9874, -1.2040)
H (-5.1892, -2.9012, -3.3543)
H (-4.1867, -1.7683, -5.2926)
H (-1.9610, -0.7202, -5.0977)
H (-0.7690, -0.7442, -2.9170)
H (-2.1243, -4.2332, 1.4451)
H (-1.4970, -6.5864, 1.2790)
H (0.1554, -7.3277, -0.3956)
H (1.1490, -5.6920, -1.9553)
H (0.4834, -3.3097, -1.8408)
C (5.0237, 3.1116, -1.4497)
C (3.9671, 2.1851, -2.0479)
C (2.7440, 2.9829, -2.4865)
C (4.5344, 1.3582, -3.1917)
O (3.5661, 1.3148, -0.9559)
P (2.6695, 0.0470, -1.0564)
O (2.2020, -0.2187, 0.3877)
O (1.3367, 0.2481, -1.8028)
O (3.4060, -1.1665, -1.6920)
C (4.2858, -2.0645, -0.9483)
C (5.0382, -2.8677, -2.0012)
C (3.4151, -2.9977, -0.1150)
C (5.2210, -1.2657, -0.0524)
H (5.2589, 3.9047, -2.1525)
H (5.9358, 2.5692, -1.2173)
H (4.6542, 3.5613, -0.5321)
H (3.0070, 3.6970, -3.2619)
H (2.3450, 3.5257, -1.6316)
H (1.9772, 2.3151, -2.8723)
H (4.8365, 2.0165, -4.0013)
H (3.7872, 0.6560, -3.5610)
H (5.4086, 0.7997, -2.8600)
H (4.3289, -3.3269, -2.6846)
H (5.6161, -3.6449, -1.5103)
H (5.7140, -2.2363, -2.5696)
H (2.6644, -3.4604, -0.7490)
H (2.9210, -2.4295, 0.6689)
H (4.0282, -3.7732, 0.3367)
H (5.9352, -0.6943, -0.6409)
H (5.7759, -1.9317, 0.6037)
H (4.6468, -0.5741, 0.5620)
C (-5.7763, 0.8627, -1.0384)
C (-5.3000, 1.2549, 0.2016)
C (-3.9693, 1.5982, 0.3584)
C (-3.0911, 1.5647, -0.7254)
C (-3.5798, 1.1655, -1.9630)
C (-4.9132, 0.8177, -2.1183)
As (-1.2180, 2.1134, -0.3876)
C (-0.7162, 3.3310, -1.8330)
C (-0.9330, 3.0487, -3.1746)
C (-0.7097, 4.0255, -4.1317)
C (-0.2423, 5.2755, -3.7615)
C (0.0591, 5.5327, -2.4332)
C (-0.1704, 4.5631, -1.4719)
C (-1.7127, 3.4365, 0.9875)
C (-1.4495, 3.2884, 2.3418)
C (-1.9820, 4.1852, 3.2584)
C (-2.7792, 5.2285, 2.8229)
C (-3.0420, 5.3818, 1.4686)
C (-2.5199, 4.4887, 0.5533)
H (-6.8167, 0.6081, -1.1680)
H (-5.9635, 1.2929, 1.0521)
H (-3.6143, 1.9231, 1.3288)
H (-2.9314, 1.1370, -2.8256)
H (-5.2761, 0.5214, -3.0911)
H (-1.2717, 2.0681, -3.4851)
H (-0.9234, 3.8097, -5.1679)
H (-0.1110, 6.0451, -4.5077)
H (0.4499, 6.4970, -2.1420)
H (0.0581, 4.7743, -0.4314)
H (-0.8250, 2.4736, 2.6877)
H (-1.7791, 4.0622, 4.3121)
H (-3.2034, 5.9182, 3.5347)
H (-3.6619, 6.1949, 1.1250)
H (-2.7398, 4.6038, -0.5040)

## Properties
- orbital gap (eV) = 8.2
- net charge = +2
- E_LUMO (hartree) = -0.205

Entry 3:
# C5H13N

A structure of composition C5H13N at a distorted geometry (ωB97M-V with the def2-TZVPD basis set, OMol25).

CARTESIAN COORDINATES (ANGSTROEM)
C (-1.3707, 1.4191, 0.3298)
C (-0.8937, 0.2414, -0.2228)
C (0.2911, -0.4041, 0.3882)
C (0.9998, -1.1695, -0.7102)
C (-0.1667, -1.3122, 1.5449)
N (1.0439, 1.5128, -1.3189)
H (-2.3100, 1.6929, -0.1091)
H (-1.3878, 1.4537, 1.4169)
H (-0.1098, 1.4261, -0.3745)
H (-1.4993, -0.6481, -0.4426)
H (0.9853, 0.4136, 0.5852)
H (1.7972, -1.8387, -0.4092)
H (0.3627, -1.7366, -1.3968)
H (1.4230, -0.3932, -1.3531)
H (-0.7289, -2.1356, 1.0926)
H (0.7232, -1.6307, 2.0774)
H (-0.7386, -0.7199, 2.2676)
H (0.3166, 1.3159, -2.0082)
H (1.2627, 2.5130, -1.3572)

## Properties
- orbital gap (eV) = 6.9
- ΔE to the lowest compared entry with this formula, charge and spin (kcal per mole) = 154.8
- net charge = 0
- E_LUMO (hartree) = -0.032

Entry 4:
# C3H3FS2

A cluster of 2 separate species, C3H3FS2 in total at a distorted geometry (ωB97M-V with the def2-TZVPD basis set, OMol25).

CARTESIAN COORDINATES (ANGSTROEM)
C (0.1296, 0.2274, 0.1870)
C (-0.0789, -0.9663, -0.1949)
C (-0.6173, 0.4738, 1.4431)
F (1.9699, 0.2021, -2.5282)
S (-1.7994, 1.6727, 1.5115)
S (0.9350, -0.9779, -2.8364)
H (0.5097, 1.1273, -0.2050)
H (-0.5447, -1.7842, 0.2557)
H (-0.5038, 0.0252, 2.3673)

## Properties
- orbital gap (spin up / spin down) (eV) = 6.8 / 6.8
- ΔE to the lowest compared entry with this formula, charge and spin (kcal per mole) = 116.7
- net charge = 0
- E_LUMO (spin up / spin down) (hartree) = -0.083 / -0.082

Entry 5:
# C64H104ClN15O5

A structure of composition C64H104ClN15O5 at a distorted geometry (ωB97M-V with the def2-TZVPD basis set, OMol25).

CARTESIAN COORDINATES (ANGSTROEM)
C (-20.4140, 14.4643, -3.3421)
C (-19.6562, 15.6623, -3.8473)
N (-20.0047, 16.1076, -5.2612)
C (-19.1181, 17.2695, -5.6219)
C (-19.8189, 14.9183, -6.2073)
C (-19.6529, 15.3601, -7.6623)
C (-21.4704, 16.5240, -5.3570)
C (-21.9957, 17.3143, -4.1478)
O (-21.2187, 18.4635, -3.9188)
C (-21.7401, 19.1252, -2.7808)
H (-19.8130, 13.8471, -2.6677)
H (-20.6430, 13.7424, -4.1245)
H (-21.2864, 14.6887, -2.7308)
H (-18.5814, 15.4853, -3.8005)
H (-19.6886, 16.5352, -3.1939)
H (-19.0710, 17.9830, -4.8000)
H (-19.5665, 17.8670, -6.4108)
H (-18.1243, 16.8677, -5.7656)
H (-20.6274, 14.2069, -6.0613)
H (-18.8805, 14.4483, -5.9154)
H (-18.6902, 15.8323, -7.8385)
H (-20.4787, 16.0135, -7.9544)
H (-19.7642, 14.4882, -8.3071)
H (-22.0218, 15.5828, -5.3803)
H (-21.5620, 17.0247, -6.3187)
H (-21.9930, 16.6294, -3.2972)
H (-23.0406, 17.5103, -4.4141)
H (-21.0411, 19.8793, -2.4298)
H (-22.0546, 18.5520, -1.9005)
H (-22.7024, 19.5917, -3.0351)
Cl (-18.0336, 15.0147, -10.1173)
O (-16.5972, 14.9862, -10.0022)
O (-18.4993, 13.7041, -10.5381)
O (-18.7037, 15.3085, -8.8438)
O (-18.4606, 16.0065, -11.0645)
C (-19.3846, 13.8847, 0.4444)
C (-18.9283, 13.5155, 1.8546)
C (-19.2112, 14.5407, 2.9689)
C (-20.5840, 15.0487, 2.8709)
N (-21.6717, 15.4104, 2.8094)
H (-19.1583, 14.9429, 0.3063)
H (-20.4235, 13.5864, 0.3063)
H (-18.8639, 13.2976, -0.3129)
H (-17.8736, 13.2282, 1.8843)
H (-19.3928, 12.5523, 2.0873)
H (-18.5550, 15.4043, 2.8536)
H (-19.1109, 14.0451, 3.9325)
C (-25.6570, 23.7094, -3.6782)
C (-24.1468, 23.9077, -3.8204)
C (-23.3506, 22.6221, -3.5016)
C (-22.9701, 22.5907, -2.1001)
N (-22.6442, 22.4717, -1.0062)
H (-26.1519, 24.6454, -3.9546)
H (-25.9842, 23.5424, -2.6528)
H (-26.0684, 22.9591, -4.3503)
H (-23.8291, 24.8038, -3.2853)
H (-23.8678, 24.2185, -4.8317)
H (-22.5186, 22.5195, -4.1965)
H (-23.9104, 21.7029, -3.7028)
C (-24.6871, 15.7813, -9.5508)
C (-23.4543, 16.1270, -8.6821)
C (-22.1272, 15.6017, -9.2569)
C (-21.7763, 16.3272, -10.4753)
N (-21.4401, 16.9155, -11.3994)
H (-25.5777, 16.0026, -8.9623)
H (-24.7757, 14.7301, -9.8203)
H (-24.6341, 16.4111, -10.4379)
H (-23.6007, 15.6852, -7.6912)
H (-23.3935, 17.2010, -8.5085)
H (-22.0688, 14.5182, -9.3267)
H (-21.3268, 15.8583, -8.5570)
C (-21.5743, 20.8104, -6.2613)
C (-22.7050, 21.7565, -6.6930)
C (-22.9072, 21.8070, -8.2134)
C (-23.9867, 22.7078, -8.6408)
N (-24.8757, 23.3534, -8.9670)
H (-21.1610, 21.2270, -5.3417)
H (-20.8072, 20.6957, -7.0258)
H (-21.9040, 19.8164, -5.9538)
H (-22.3658, 22.7403, -6.3523)
H (-23.6293, 21.6209, -6.1314)
H (-23.1378, 20.7794, -8.5005)
H (-22.0611, 22.1992, -8.7802)
C (-25.9169, 13.5911, -7.5371)
C (-24.9015, 12.4818, -7.8749)
C (-24.3517, 11.7477, -6.6403)
C (-23.7731, 12.5912, -5.5925)
N (-23.1729, 13.2789, -4.9066)
H (-25.3823, 14.4795, -7.2018)
H (-26.5792, 13.3143, -6.7132)
H (-26.5509, 13.8084, -8.3934)
H (-24.0923, 12.8428, -8.5100)
H (-25.4102, 11.7150, -8.4624)
H (-23.5491, 11.1020, -7.0000)
H (-25.1643, 11.1625, -6.2103)
C (-14.8683, 16.6166, 2.1565)
C (-15.7690, 16.6699, 0.9346)
C (-15.3562, 15.6049, -0.0802)
C (-16.2865, 15.3370, -1.1617)
N (-17.0462, 15.1792, -2.0003)
H (-15.1015, 17.5039, 2.7498)
H (-13.8041, 16.6322, 1.9331)
H (-15.1907, 15.7772, 2.7739)
H (-15.7226, 17.6267, 0.4105)
H (-16.8172, 16.5169, 1.1979)
H (-15.1543, 14.6544, 0.4291)
H (-14.3452, 15.8436, -0.4226)
C (-19.5594, 9.5328, -9.1547)
C (-19.6135, 10.7376, -10.1041)
C (-20.9025, 11.5965, -9.9500)
C (-20.9535, 12.2035, -8.6105)
N (-21.0181, 12.6449, -7.5520)
H (-18.6358, 8.9569, -9.2283)
H (-20.3549, 8.8134, -9.3663)
H (-19.6144, 9.8515, -8.1122)
H (-19.6297, 10.4555, -11.1547)
H (-18.7319, 11.3204, -9.8458)
H (-21.8073, 11.0103, -10.1008)
H (-20.7922, 12.4352, -10.6419)
N (-26.9152, 18.8402, -6.7029)
C (-26.7597, 17.5786, -6.1802)
C (-25.4321, 17.2697, -6.0580)
C (-24.7274, 18.3662, -6.5963)
C (-25.6450, 19.2843, -6.9964)
H (-27.7974, 19.2904, -6.8552)
H (-27.6854, 17.0876, -5.9156)
H (-25.0443, 16.3227, -5.7154)
H (-23.6658, 18.4499, -6.7706)
H (-25.4985, 20.2761, -7.3993)
N (-24.2799, 16.2613, -0.3874)
C (-23.3616, 15.3281, -0.8247)
C (-23.9285, 14.5385, -1.7937)
C (-25.1930, 15.1338, -2.0983)
C (-25.4378, 15.9848, -1.0562)
H (-24.1975, 16.8927, 0.3865)
H (-22.3763, 15.3903, -0.3850)
H (-23.4556, 13.7025, -2.2812)
H (-25.8878, 14.7007, -2.8002)
H (-26.3411, 16.5227, -0.8125)
N (-18.9863, 21.1901, 0.3564)
C (-18.9130, 20.4232, -0.7956)
C (-18.7322, 19.1043, -0.4545)
C (-18.5911, 19.0679, 0.9350)
C (-18.7118, 20.3530, 1.4004)
H (-18.9932, 22.1924, 0.3638)
H (-19.0563, 20.9662, -1.7152)
H (-18.7194, 18.2747, -1.1444)
H (-18.4820, 18.2138, 1.5838)
H (-18.6356, 20.7334, 2.4068)
N (-26.5293, 19.8767, -3.6374)
C (-25.8786, 18.9855, -2.8238)
C (-26.1264, 19.3402, -1.5251)
C (-26.9497, 20.5040, -1.5394)
C (-27.1488, 20.8214, -2.8526)
H (-26.5922, 19.7454, -4.6352)
H (-25.4065, 18.1033, -3.2241)
H (-25.6287, 18.8281, -0.7184)
H (-27.4561, 20.9899, -0.7216)
H (-27.7231, 21.6432, -3.2452)
N (-16.4268, 19.9107, -6.3213)
C (-17.5066, 20.6565, -5.9108)
C (-17.6642, 20.4931, -4.5421)
C (-16.4736, 19.8975, -4.1204)
C (-15.7343, 19.4890, -5.2225)
H (-16.2148, 19.7974, -7.2960)
H (-18.2104, 21.1296, -6.5770)
H (-18.4602, 20.8830, -3.9313)
H (-16.1659, 19.6561, -3.1130)
H (-14.8538, 18.8721, -5.2667)
N (-16.1470, 13.9724, -6.9955)
C (-15.7471, 15.0901, -7.6971)
C (-15.5659, 16.1052, -6.8040)
C (-16.0602, 15.6862, -5.5839)
C (-16.3936, 14.3571, -5.6840)
H (-16.4035, 13.0936, -7.4247)
H (-15.5910, 14.9878, -8.7595)
H (-15.3103, 17.1089, -7.1096)
H (-16.2219, 16.2269, -4.6614)
H (-16.7612, 13.6144, -4.9953)
N (-16.0324, 10.7652, -8.3091)
C (-16.5354, 10.4409, -7.0615)
C (-17.8136, 10.9327, -6.9984)
C (-18.1370, 11.5133, -8.2356)
C (-17.0238, 11.3691, -9.0401)
H (-15.1094, 10.5952, -8.6627)
H (-15.8707, 9.9391, -6.3785)
H (-18.3639, 10.9728, -6.0699)
H (-18.9910, 12.0928, -8.5460)
H (-16.9232, 11.5718, -10.0951)

## Properties
- orbital gap (eV) = 6.6
- net charge = 0
- E_LUMO (hartree) = 0.012

Entry 6:
# C4H6N

The ion C4H6N with charge +1 at a distorted geometry (ωB97M-V with the def2-TZVPD basis set, OMol25).

CARTESIAN COORDINATES (ANGSTROEM)
C (-0.9651, 0.6795, 1.0510)
C (-1.2597, 1.0258, -0.1497)
C (0.1018, -0.4564, 0.7924)
C (-0.3949, 0.4271, -1.2581)
N (0.5944, -0.4415, -0.6051)
H (-1.1799, 0.9694, 2.0423)
H (0.7846, 0.0334, 1.3474)
H (-0.1886, -1.4805, 1.1165)
H (-1.0743, -0.2466, -1.7617)
H (-0.2400, 1.2121, -2.0191)
H (1.5772, -0.2169, -0.6662)

## Properties
- orbital gap (spin up / spin down) (eV) = 7.8 / 6.8
- ΔE to the lowest compared entry with this formula, charge and spin (kcal per mole) = 101.7
- net charge = +1
- E_LUMO (spin up / spin down) (hartree) = -0.283 / -0.307

no.,DFT total energy (eV)
1,-13124.6355
2,-204113.0584
3,-6879.4855
4,-27541.4412
5,-113141.3177
6,-5722.3884